[1]
{
  "formula": "C9H19Br8Na3O",
  "method": "the ωB97M-V functional and the def2-TZVPD basis",
  "charge": 2,
  "homo_ev": -13.89,
  "homo_lumo_gap_ev": 5.002,
  "elements": ["Na", "Na", "Na", "C", "O", "H", "H", "H", "Br", "C", "C", "Br", "H", "H", "H", "H", "Br", "C", "C", "Br", "H", "H", "H", "H", "Br", "C", "C", "Br", "H", "H", "H", "H", "Br", "C", "C", "Br", "H", "H", "H", "H"],
  "positions_angstrom": [[2.567, 4.380, -0.788], [0.245, 4.311, 2.177], [-0.840, 4.869, -0.804], [0.036, 1.792, -0.365], [0.725, 2.964, 0.063], [-0.734, 1.412, 0.307], [-0.363, 2.019, -1.354], [0.675, 0.942, -0.601], [3.179, 0.726, -2.635], [2.491, -1.176, -2.567], [2.965, -2.015, -3.809], [1.807, -1.275, -5.256], [1.422, -1.118, -2.366], [2.819, -1.617, -1.626], [2.762, -3.079, -3.685], [4.021, -1.858, -4.027], [-4.990, 2.833, -1.047], [-4.041, 1.529, 0.045], [-4.363, 1.721, 1.555], [-3.545, 0.246, 2.647], [-2.974, 1.735, -0.030], [-4.291, 0.550, -0.364], [-5.382, 1.695, 1.940], [-3.958, 2.682, 1.869], [4.829, -1.382, 1.059], [3.598, -1.175, 2.745], [2.615, -0.044, 2.390], [1.360, -0.117, 3.996], [4.173, -0.883, 3.624], [3.048, -2.080, 3.004], [2.061, -0.292, 1.485], [3.055, 0.953, 2.409], [-4.124, -2.005, -0.595], [-2.284, -1.878, 0.229], [-1.463, -3.045, -0.170], [0.371, -2.572, 0.439], [-2.226, -1.734, 1.308], [-1.901, -0.908, -0.088], [-1.462, -3.102, -1.259], [-1.884, -4.000, 0.144]]
}

***

[2]
{
  "formula": "C25H36B2Br2F4N4O10P",
  "method": "the ωB97M-V functional and the def2-TZVPD basis",
  "charge": 1,
  "homo_ev": -11.75,
  "homo_lumo_gap_ev": 8.959,
  "elements": ["C", "C", "C", "O", "C", "B", "O", "O", "O", "C", "P", "O", "C", "N", "C", "C", "C", "F", "Br", "C", "F", "F", "Br", "C", "F", "B", "O", "N", "C", "C", "H", "H", "H", "H", "H", "H", "H", "H", "H", "H", "H", "H", "H", "H", "H", "H", "H", "H", "H", "H", "H", "H", "H", "H", "H", "H", "C", "C", "C", "C", "C", "C", "N", "O", "O", "H", "H", "H", "H", "H", "C", "C", "C", "C", "C", "C", "N", "O", "O", "H", "H", "H", "H", "H"],
  "positions_angstrom": [[-3.278, 2.965, -0.897], [-1.802, 3.185, -1.225], [-1.047, 1.889, -1.437], [-1.013, 1.209, -0.203], [-0.063, 0.196, -0.049], [1.497, 0.677, 0.038], [1.919, 1.930, -0.351], [2.327, -0.212, 0.562], [-0.303, -0.330, 1.247], [-1.654, -0.665, 1.441], [-1.658, -1.676, 3.004], [-0.809, -2.865, 2.931], [-2.259, -1.572, 0.370], [-1.747, -1.311, -1.035], [-2.164, -2.463, -1.902], [-2.856, -2.036, -3.174], [-4.150, -1.283, -2.973], [-3.929, -0.005, -2.587], [-5.352, -2.123, -1.703], [-4.881, -1.221, -4.360], [-5.299, -2.416, -4.682], [-4.088, -0.752, -5.268], [-6.467, -0.080, -4.232], [-0.288, -1.024, -1.018], [0.274, -2.100, -0.396], [0.445, -0.951, -2.463], [1.687, -1.506, -2.514], [-0.132, -0.353, -3.669], [0.544, 0.915, -4.072], [0.132, -1.346, -4.756], [-3.811, 2.629, -1.779], [-3.363, 2.283, -0.057], [-3.688, 3.908, -0.562], [-1.680, 3.860, -2.066], [-1.325, 3.669, -0.378], [-1.589, 1.348, -2.226], [-0.080, 2.149, -1.852], [2.237, 1.873, -1.268], [3.217, -0.090, 0.188], [-2.268, 0.203, 1.673], [-1.362, -0.761, 4.033], [-3.027, -2.004, 3.169], [-2.003, -2.592, 0.626], [-3.337, -1.479, 0.341], [-2.239, -0.470, -1.361], [-2.873, -3.060, -1.349], [-1.354, -3.148, -2.108], [-3.109, -2.944, -3.711], [-2.235, -1.451, -3.847], [1.667, -2.455, -2.312], [1.420, 1.169, -3.477], [0.799, 0.920, -5.117], [-0.155, 1.736, -3.951], [1.125, -1.237, -5.171], [-0.607, -1.263, -5.548], [0.075, -2.368, -4.388], [-0.424, 1.361, 7.828], [-0.921, 2.368, 8.644], [-1.845, 3.274, 8.146], [-2.260, 3.156, 6.833], [-1.769, 2.164, 6.006], [-0.847, 1.264, 6.509], [-3.257, 4.100, 6.301], [-3.658, 4.975, 7.042], [-3.621, 3.942, 5.146], [0.293, 0.651, 8.220], [-0.592, 2.445, 9.671], [-2.232, 4.057, 8.781], [-2.099, 2.088, 4.981], [-0.455, 0.482, 5.871], [8.288, -2.821, -0.116], [8.739, -1.982, -1.126], [7.887, -1.041, -1.679], [6.589, -0.952, -1.206], [6.123, -1.786, -0.204], [6.980, -2.725, 0.341], [5.694, 0.062, -1.779], [6.120, 0.763, -2.668], [4.556, 0.148, -1.325], [8.958, -3.551, 0.318], [9.757, -2.059, -1.481], [8.238, -0.389, -2.465], [5.107, -1.713, 0.155], [6.631, -3.381, 1.126]]
}

***

[3]
{
  "formula": "C5H7LuO4",
  "method": "the ωB97M-V functional and the def2-TZVPD basis",
  "charge": 2,
  "homo_ev": -15.87,
  "homo_lumo_gap_ev": 3.416,
  "elements": ["O", "C", "O", "O", "Lu", "C", "C", "H", "H", "O", "C", "C", "H", "H", "H", "H", "H"],
  "positions_angstrom": [[-1.126, 1.076, 1.616], [-0.029, 0.578, 1.220], [-0.310, 0.009, -0.089], [1.070, 0.503, 1.690], [-2.545, 0.757, 0.120], [1.532, -0.143, -1.567], [0.664, -0.736, -0.753], [1.475, 0.934, -1.730], [2.345, -0.713, -2.015], [0.993, -4.449, -0.486], [1.383, -3.106, -0.286], [0.337, -2.214, -0.946], [1.492, -5.017, 0.108], [2.373, -2.913, -0.732], [1.443, -2.884, 0.793], [-0.640, -2.404, -0.473], [0.242, -2.483, -2.005]]
}

***

[4]
{
  "formula": "C4H11N2O",
  "method": "the ωB97M-V functional and the def2-TZVPD basis",
  "charge": 1,
  "s_squared": 2.0084,
  "multiplicity": 3,
  "homo_ev": [-9.00, -14.46],
  "homo_lumo_gap_ev": [6.192, 6.658],
  "elements": ["C", "C", "C", "C", "N", "N", "O", "H", "H", "H", "H", "H", "H", "H", "H", "H", "H", "H"],
  "positions_angstrom": [[-2.455, -0.274, 0.648], [0.397, 0.260, 0.065], [1.291, 1.451, 0.444], [2.377, -1.030, -0.595], [-3.198, 0.097, -0.366], [0.925, -0.753, -0.540], [-0.849, 0.451, 0.189], [-2.112, -1.271, 0.932], [1.709, 1.901, -0.486], [2.155, 1.043, 1.071], [0.708, 2.109, 1.259], [2.628, -1.138, -1.601], [2.880, -0.257, -0.085], [2.524, -2.018, -0.061], [-3.513, 1.141, -0.461], [0.329, -1.497, -0.879], [-3.413, -0.536, -1.113], [-2.382, 0.322, 1.578]]
}

***

| no. | total energy (hartree) | F_max (hartree/bohr) |
| --- | --- | --- |
| 1 | -21508.0141 | 0.0478 |
| 2 | -7883.9009 | 0.0598 |
| 3 | -1730.4406 | 0.1126 |
| 4 | -343.2760 | 0.1286 |